Below is 9 unconnected molecules or ions with the total composition C38H51F25N2O18 at a distorted geometry, with properties calculated with the ωB97M-V functional and the def2-TZVPD basis.

Output
strongest force on any atom = 0.0544 Eh/bohr
M = 1298.77 g mol⁻¹
DFT total energy = -5439.18679 hartree
E_LUMO = 0.32 eV
total charge = 0
multiplicity = 1
highest occupied orbital energy = -10.299 eV
SMILES = [H]/N=C/COC(=O)NCCCF.CCOC(=O)C(F)(F)F.CCOC(=O)C(F)(F)F.CCOC(=O)C(F)(F)F.CCOC(=O)C(F)(F)F.CCOC(=O)C(F)(F)F.CCOC(=O)C(F)(F)F.CCOC(=O)C(F)(F)F.CCOC(=O)C(F)(F)F

XYZ file:
```
134
Properties=species:S:1:pos:R:3:lowdin_charge:R:1
N -0.42 -2.48 -2.76 0.112
C 0.69 -2.83 -2.32 -0.220
C 1.95 -2.25 -2.91 -0.148
O 2.99 -2.30 -1.92 0.013
C 3.41 -1.09 -1.47 -0.614
O 4.57 -0.94 -1.36 0.143
N 2.46 -0.15 -1.20 0.090
C 2.97 1.21 -0.97 -0.163
C 3.07 2.08 -2.24 -0.130
C 3.20 1.30 -3.54 -0.215
F 3.65 2.17 -4.51 -0.049
H -1.15 -2.97 -2.25 0.054
H 0.79 -3.56 -1.53 0.097
H 1.78 -1.28 -3.34 0.103
H 2.24 -2.92 -3.72 0.134
H 1.83 -0.44 -0.46 0.133
H 3.92 1.24 -0.45 0.121
H 2.25 1.70 -0.32 0.078
H 3.95 2.70 -2.17 0.118
H 2.21 2.74 -2.31 0.102
H 2.27 0.84 -3.86 0.108
H 3.97 0.55 -3.45 0.117
C 0.67 -9.15 -0.92 -0.058
C 0.82 -8.85 0.56 -0.192
O 1.22 -7.48 0.78 0.035
C 0.25 -6.58 0.73 -0.401
O -0.91 -6.80 0.52 0.174
C 0.83 -5.19 1.03 -0.532
F 1.96 -4.97 0.35 0.154
F 1.11 -5.06 2.33 0.169
F -0.04 -4.22 0.70 0.155
H 1.59 -8.89 -1.45 0.085
H 0.45 -10.20 -1.08 0.084
H -0.13 -8.56 -1.36 0.077
H 1.62 -9.46 0.98 0.126
H -0.09 -9.08 1.11 0.126
C 5.27 -3.73 1.29 -0.052
C 6.55 -3.92 0.51 -0.183
O 7.13 -5.22 0.76 0.036
C 6.60 -6.23 0.07 -0.401
O 5.70 -6.16 -0.71 0.177
C 7.34 -7.53 0.41 -0.536
F 7.53 -7.67 1.73 0.152
F 8.55 -7.56 -0.16 0.162
F 6.68 -8.61 -0.01 0.162
H 5.43 -3.92 2.35 0.085
H 4.90 -2.72 1.15 0.079
H 4.51 -4.43 0.96 0.064
H 7.30 -3.20 0.85 0.127
H 6.40 -3.76 -0.55 0.128
C -3.00 3.08 3.62 -0.054
C -2.53 3.91 2.44 -0.188
O -1.32 3.38 1.87 0.045
C -1.47 2.35 1.05 -0.401
O -2.51 1.83 0.77 0.173
C -0.11 1.93 0.48 -0.528
F 0.84 1.87 1.42 0.159
F 0.30 2.82 -0.45 0.160
F -0.18 0.73 -0.11 0.161
H -2.20 3.00 4.36 0.093
H -3.86 3.55 4.08 0.057
H -3.26 2.07 3.32 0.079
H -2.30 4.92 2.77 0.120
H -3.31 3.98 1.68 0.123
C -3.25 1.14 -3.26 -0.051
C -2.55 2.24 -4.03 -0.188
O -3.46 3.32 -4.31 0.038
C -3.65 4.17 -3.31 -0.402
O -3.15 4.11 -2.23 0.168
C -4.60 5.30 -3.76 -0.528
F -5.67 4.82 -4.41 0.168
F -3.96 6.16 -4.58 0.145
F -5.05 6.00 -2.71 0.165
H -4.14 0.80 -3.79 0.084
H -2.58 0.29 -3.11 0.079
H -3.57 1.49 -2.28 0.073
H -2.22 1.86 -5.00 0.126
H -1.67 2.61 -3.50 0.121
C -8.33 7.25 0.10 -0.055
C -8.23 6.48 1.40 -0.192
O -6.85 6.33 1.81 0.033
C -6.30 7.38 2.41 -0.401
O -6.84 8.42 2.65 0.176
C -4.86 7.03 2.82 -0.528
F -4.20 6.43 1.82 0.158
F -4.85 6.20 3.87 0.155
F -4.18 8.12 3.16 0.177
H -7.72 6.77 -0.67 0.079
H -9.36 7.29 -0.24 0.084
H -7.96 8.27 0.21 0.079
H -8.61 5.47 1.27 0.126
H -8.81 6.96 2.19 0.126
C -2.23 8.59 -4.70 -0.058
C -0.74 8.46 -4.47 -0.189
O 0.01 9.31 -5.36 0.034
C 0.10 10.58 -5.00 -0.400
O -0.37 11.08 -4.02 0.172
C 0.96 11.35 -6.02 -0.538
F 0.61 11.05 -7.28 0.162
F 2.26 11.03 -5.87 0.163
F 0.83 12.66 -5.87 0.170
H -2.47 8.41 -5.75 0.089
H -2.77 7.89 -4.08 0.057
H -2.57 9.60 -4.46 0.082
H -0.42 7.44 -4.70 0.126
H -0.47 8.66 -3.44 0.127
C 8.46 -10.94 1.65 -0.048
C 9.74 -11.11 0.88 -0.188
O 10.34 -12.40 1.13 0.034
C 9.84 -13.42 0.45 -0.401
O 8.94 -13.37 -0.34 0.172
C 10.60 -14.70 0.80 -0.538
F 10.79 -14.82 2.12 0.162
F 11.81 -14.70 0.21 0.163
F 9.95 -15.78 0.38 0.169
H 8.62 -11.11 2.72 0.089
H 8.05 -9.94 1.51 0.044
H 7.70 -11.66 1.33 0.084
H 10.47 -10.37 1.20 0.127
H 9.59 -10.97 -0.19 0.127
C -9.04 3.70 8.15 -0.059
C -7.88 4.29 7.39 -0.195
O -7.03 3.25 6.85 0.033
C -7.44 2.68 5.73 -0.398
O -8.44 2.95 5.13 0.172
C -6.42 1.64 5.26 -0.523
F -6.01 0.86 6.27 0.168
F -5.33 2.25 4.75 0.134
F -6.91 0.85 4.32 0.176
H -8.68 3.02 8.93 0.084
H -9.63 4.49 8.62 0.084
H -9.70 3.13 7.50 0.078
H -7.25 4.87 8.06 0.125
H -8.21 4.95 6.59 0.125
```